{"formula": "C21H47F4O8S", "method": "ωB97M-V/def2-TZVPD", "total_charge": -1, "gap_ev": 5.337, "molar_mass_g_mol": 535.7, "homo_ev": -3.4, "e_tot_ev": -60622.8627, "species": ["C", "C", "O", "C", "C", "O", "C", "F", "F", "F", "S", "O", "O", "F", "H", "H", "H", "H", "H", "H", "H", "C", "C", "O", "C", "C", "H", "H", "H", "H", "H", "H", "H", "H", "H", "H", "C", "C", "O", "C", "C", "H", "H", "H", "H", "H", "H", "H", "H", "H", "H", "C", "C", "O", "C", "C", "H", "H", "H", "H", "H", "H", "H", "H", "H", "H", "C", "C", "O", "C", "C", "H", "H", "H", "H", "H", "H", "H", "H", "H", "H"], "positions_angstrom": [[-4.424, 1.610, -1.434], [-5.055, 0.783, -0.306], [-6.434, 1.029, -0.129], [-7.329, 0.006, -0.600], [-8.672, 0.479, -0.080], [-9.620, -0.625, -0.034], [-10.884, -0.297, 0.112], [-11.587, -1.384, 0.469], [-11.102, 0.647, 1.066], [-11.461, 0.190, -1.010], [-7.442, 0.049, -2.355], [-7.370, 1.327, -3.022], [-8.421, -0.893, -2.809], [-6.030, -0.614, -2.752], [-4.058, 0.983, -2.247], [-3.623, 2.251, -1.063], [-5.199, 2.243, -1.868], [-4.577, 1.055, 0.644], [-4.895, -0.289, -0.449], [-8.483, 0.801, 0.944], [-9.131, 1.313, -0.629], [-0.125, 1.206, 2.073], [-0.567, 1.165, 0.622], [-0.790, 2.433, 0.036], [0.326, 3.302, 0.002], [1.519, 2.735, -0.749], [-0.856, 1.733, 2.687], [-0.017, 0.191, 2.458], [0.840, 1.703, 2.192], [-1.523, 0.646, 0.540], [0.157, 0.598, 0.027], [0.620, 3.595, 1.018], [-0.038, 4.203, -0.494], [1.915, 1.839, -0.270], [2.332, 3.460, -0.795], [1.236, 2.470, -1.769], [6.725, 2.473, -1.622], [5.634, 1.596, -1.032], [4.439, 1.570, -1.788], [4.551, 1.087, -3.118], [5.070, -0.336, -3.228], [6.366, 3.495, -1.753], [7.587, 2.491, -0.952], [7.067, 2.106, -2.590], [5.335, 1.985, -0.057], [6.011, 0.579, -0.868], [5.167, 1.766, -3.720], [3.537, 1.143, -3.516], [6.094, -0.426, -2.861], [5.066, -0.644, -4.274], [4.441, -1.029, -2.668], [2.558, -1.768, 6.705], [2.076, -1.777, 5.264], [1.848, -0.490, 4.722], [2.964, 0.378, 4.668], [4.115, -0.141, 3.822], [1.849, -1.236, 7.341], [2.649, -2.793, 7.070], [3.534, -1.292, 6.810], [1.110, -2.278, 5.201], [2.772, -2.346, 4.635], [3.313, 0.626, 5.677], [2.575, 1.298, 4.231], [4.549, -1.054, 4.234], [4.906, 0.609, 3.776], [3.777, -0.353, 2.807], [1.331, -4.404, -3.558], [2.426, -4.025, -2.576], [2.654, -2.631, -2.471], [1.548, -1.852, -2.037], [1.029, -2.221, -0.660], [1.551, -4.006, -4.549], [1.259, -5.490, -3.627], [0.355, -4.029, -3.250], [3.380, -4.436, -2.908], [2.218, -4.457, -1.590], [0.737, -1.890, -2.773], [1.918, -0.825, -2.027], [0.630, -3.236, -0.620], [0.223, -1.542, -0.383], [1.825, -2.140, 0.083]]}